C3H10N2 | ωB97M-V with the def2-TZVPD basis set

The geometry in XYZ format:
```
15
Properties=species:S:1:pos:R:3:nbo_charge:R:1
C -1.737 0.245 -0.382 -0.6113
C -0.455 -0.284 0.194 -0.0612
N -0.237 0.316 1.538 -0.8588
C 0.719 0.041 -0.747 -0.2257
N 2.007 -0.073 -0.081 -0.8505
H -1.882 -0.009 -1.435 0.1998
H -2.604 -0.152 0.162 0.2124
H -1.805 1.325 -0.294 0.2159
H -0.501 -1.356 0.368 0.1666
H -0.300 -0.393 2.256 0.3534
H 0.685 0.722 1.626 0.3776
H 0.519 1.039 -1.139 0.1913
H 0.637 -0.669 -1.588 0.1681
H 2.186 -1.038 0.158 0.3564
H 2.770 0.287 -0.635 0.3661
```

The calculation puts the gap between HOMO and LUMO at 10.038 eV. As for the net charge: 0. Its SMILES is C[C@H](N)CN. The energy above the lowest of the compared OMol25 structures with the same formula, charge and spin is 20.97 kJ/mol. As for the spin multiplicity: 1. For the HOMO energy, the calculation gives -8.95 eV.

=====

C24H27F6NO2P2Ti | ωB97M-V with the def2-TZVPD basis set

The geometry in XYZ format:
```
63
Properties=species:S:1:pos:R:3:lowdin_spin:R:1
C -1.466 3.410 -3.710 0.0005
C -1.297 2.053 -3.488 -0.0003
C -0.043 1.432 -3.811 -0.0004
C 1.050 2.252 -4.258 -0.0001
C 0.828 3.644 -4.431 0.0004
C -0.403 4.210 -4.174 -0.0001
C 2.290 1.640 -4.401 0.0003
C 2.453 0.274 -4.196 0.0000
C 1.306 -0.486 -3.760 0.0001
C 1.462 -1.884 -3.459 -0.0001
C 2.717 -2.451 -3.579 0.0003
C 3.838 -1.715 -4.009 0.0000
C 3.707 -0.378 -4.317 0.0005
H -2.429 3.864 -3.474 0.0000
H 1.673 4.235 -4.801 0.0000
H -0.560 5.280 -4.285 0.0000
H 3.146 2.249 -4.665 0.0000
H 2.832 -3.503 -3.320 0.0000
H 4.803 -2.207 -4.082 0.0000
H 4.554 0.231 -4.652 0.0000
N 0.129 0.123 -3.540 0.0004
Ti -0.232 -0.292 0.105 0.7676
C -2.347 1.205 -2.810 0.0014
H -2.360 0.195 -3.234 0.0001
H -3.350 1.643 -2.875 0.0000
C 0.281 -2.663 -2.903 -0.0008
H -0.651 -2.291 -3.356 0.0001
H 0.411 -3.747 -3.037 -0.0002
P -1.932 1.016 -1.032 0.0099
P 0.113 -2.388 -1.093 0.0324
C 1.388 -3.421 -0.334 0.0052
H 1.327 -3.304 0.757 0.0001
H 1.200 -4.471 -0.612 0.0003
H 2.389 -3.105 -0.658 -0.0002
C -1.439 -3.207 -0.650 0.0198
H -1.317 -4.277 -0.873 0.0032
H -1.647 -3.071 0.421 0.0007
H -2.277 -2.790 -1.221 0.0010
C -2.228 2.662 -0.345 0.0015
H -3.237 2.988 -0.640 -0.0001
H -2.172 2.606 0.751 0.0000
H -1.478 3.360 -0.736 0.0000
C -3.421 0.153 -0.417 0.0045
H -3.389 0.057 0.676 0.0001
H -4.295 0.764 -0.684 0.0003
H -3.536 -0.841 -0.869 0.0012
C 1.746 -0.172 -0.002 0.0791
O 2.929 -0.233 0.020 0.0760
H 0.171 1.102 -0.724 -0.0124
C -2.012 -0.969 3.906 -0.0003
C -0.814 -0.369 3.200 0.0009
O -0.853 -0.583 1.820 0.0017
C -0.730 1.180 3.416 0.0002
F -0.344 1.606 4.644 0.0001
F 0.120 1.733 2.495 0.0042
F -1.971 1.727 3.168 0.0000
C 0.488 -1.065 3.737 0.0003
F 0.503 -1.203 5.092 0.0001
F 0.573 -2.318 3.184 0.0001
F 1.615 -0.386 3.372 0.0006
H -2.933 -0.590 3.451 0.0001
H -1.999 -0.710 4.965 -0.0001
H -1.992 -2.055 3.789 0.0000
```

As for the expectation value of S²: 0.755. The calculation puts the gap between HOMO and LUMO (alpha / beta) at 6.970 / 7.143 eV. As for the net charge: +1. The energy above the lowest of the compared OMol25 structures with the same formula, charge and spin is 0.00 kJ/mol. As for the spin multiplicity: 2. For the HOMO energy (alpha / beta), the calculation gives -10.76 / -10.79 eV.

=====

C3H8NO3 | ωB97M-V with the def2-TZVPD basis set

The geometry in XYZ format:
```
15
Properties=species:S:1:pos:R:3:nbo_charge:R:1
O -0.401 0.681 1.237 -0.7579
C 0.303 -0.366 1.232 0.7706
O 0.821 -0.936 0.208 -0.7844
C 0.418 -1.099 2.561 -0.7200
H 1.311 -1.729 2.569 0.2013
H 0.452 -0.379 3.406 0.2032
H -0.506 -1.675 2.701 0.2110
N -1.317 0.694 -1.534 -0.9290
C -0.062 0.638 -2.263 0.1076
O 1.064 0.926 -1.457 -0.8033
H -1.180 0.563 -0.535 0.4141
H -1.989 1.427 -1.739 0.3405
H 0.019 -0.363 -2.655 0.1215
H -0.025 1.409 -3.037 0.1303
H 1.093 0.209 -0.696 0.4945
```

The calculation puts the gap between HOMO and LUMO at 8.646 eV. As for the net charge: -1. The energy above the lowest of the compared OMol25 structures with the same formula, charge and spin is 83.94 kJ/mol. As for the spin multiplicity: 1. For the HOMO energy, the calculation gives -4.34 eV.

=====

C2H2BrF | ωB97M-V with the def2-TZVPD basis set

The geometry in XYZ format:
```
6
Properties=species:S:1:pos:R:3:nbo_charge:R:1
C 1.315 -0.267 -0.230 -0.7753
C -1.827 0.928 0.002 0.2704
F -1.960 -0.386 -0.163 -0.3275
Br 0.043 1.188 0.298 0.4716
H 1.858 -0.408 0.685 0.1752
H 0.572 -1.054 -0.590 0.1856
```

The calculation puts the gap between HOMO and LUMO (alpha / beta) at 6.753 / 6.755 eV. As for the net charge: 0. The energy above the lowest of the compared OMol25 structures with the same formula, charge and spin is 583.29 kJ/mol. As for the spin multiplicity: 1. For the HOMO energy (alpha / beta), the calculation gives -8.02 / -8.02 eV.

=====

C4H7N3 | ωB97M-V with the def2-TZVPD basis set

The geometry in XYZ format:
```
14
Properties=species:S:1:pos:R:3:nbo_charge:R:1
C -0.864 0.207 1.594 -0.6114
C -0.206 0.666 0.314 -0.3756
C -0.410 1.967 -0.145 0.2806
N -0.316 2.971 -0.788 -0.3835
C 0.352 -0.238 -0.519 0.4635
N 1.176 -0.006 -1.558 -0.8008
N 0.123 -1.652 -0.310 -0.8415
H -0.025 -0.247 2.243 0.2144
H -1.498 1.098 2.059 0.2503
H -1.563 -0.788 1.426 0.1924
H 1.333 0.978 -1.912 0.4216
H 1.295 -0.667 -2.312 0.3930
H 0.826 -2.344 -0.732 0.3924
H -0.223 -1.945 0.640 0.4045
```

The calculation puts the gap between HOMO and LUMO at 8.612 eV. As for the net charge: 0. Its SMILES is CC(C#N)=C(N)N. The energy above the lowest of the compared OMol25 structures with the same formula, charge and spin is 114.66 kJ/mol. As for the spin multiplicity: 1. For the HOMO energy, the calculation gives -8.04 eV.

=====

C11H9F6IrN4O9S3 | ωB97M-V with the def2-TZVPD basis set

The geometry in XYZ format:
```
43
Properties=species:S:1:pos:R:3:nbo_charge:R:1
Ir 0.758 0.105 -0.979 1.2525
O -3.061 4.697 0.616 -0.6324
C -2.289 3.653 0.269 0.3702
C -2.378 2.410 0.895 -0.2880
C -1.547 1.403 0.472 0.1173
N -0.686 1.588 -0.528 -0.3697
C -0.603 2.765 -1.143 0.1314
C -1.385 3.830 -0.775 -0.2560
C 0.355 2.777 -2.301 0.7399
O 0.478 3.778 -2.966 -0.5890
O 0.919 1.634 -2.471 -0.6965
C -1.585 0.001 1.006 0.7541
O -2.516 -0.356 1.708 -0.6436
O -0.618 -0.711 0.581 -0.7547
H -3.649 4.461 1.342 0.4906
H -3.076 2.210 1.698 0.2512
H -1.297 4.772 -1.296 0.2696
F 5.793 0.920 -0.268 -0.2875
C 4.812 1.363 0.497 0.7644
F 4.526 2.616 0.181 -0.2931
F 5.169 1.293 1.771 -0.2954
S 3.301 0.355 0.191 2.1846
O 2.167 1.037 0.814 -0.9139
O 3.201 0.258 -1.249 -0.9197
N 3.702 -1.000 0.878 -1.1837
S 2.793 -2.250 0.590 2.2501
O 1.733 -1.976 -0.406 -1.0079
O 3.509 -3.465 0.419 -0.8747
C 1.835 -2.486 2.162 0.7374
F 1.493 -1.325 2.692 -0.2933
F 0.736 -3.187 1.878 -0.3157
F 2.568 -3.169 3.028 -0.2972
C -3.580 -2.903 -0.371 -0.4439
N -2.825 -2.022 -1.247 -0.5491
C -1.514 -2.071 -1.398 0.3979
N -0.813 -3.023 -0.809 -0.7507
S -0.789 -0.922 -2.495 -0.0204
H -4.639 -2.757 -0.560 0.2296
H -3.375 -2.667 0.676 0.2400
H -3.330 -3.945 -0.574 0.2079
H -3.296 -1.256 -1.700 0.4267
H -1.196 -3.495 -0.004 0.4095
H 0.196 -2.938 -0.823 0.4514
```

The calculation puts the gap between HOMO and LUMO at 7.688 eV. As for the net charge: 0. The energy above the lowest of the compared OMol25 structures with the same formula, charge and spin is 240.99 kJ/mol. As for the spin multiplicity: 1. For the HOMO energy, the calculation gives -8.99 eV.

=====

C18H19N3O2 | ωB97M-V with the def2-TZVPD basis set

The geometry in XYZ format:
```
42
Properties=species:S:1:pos:R:3:nbo_charge:R:1
C -4.833 -2.680 -0.496 -0.5926
C -4.908 -1.552 0.536 -0.4179
C -3.709 -0.657 0.420 -0.0033
C -2.553 -0.919 1.143 -0.2155
C -1.431 -0.126 1.007 -0.1828
C -1.448 0.961 0.139 0.1110
N -0.301 1.770 -0.016 -0.4617
C 0.467 2.249 1.117 -0.1972
C 1.780 2.757 0.500 -0.3093
C 2.868 1.681 0.549 0.6905
O 3.926 1.868 1.104 -0.5952
N 2.505 0.523 -0.068 -0.6124
C 3.226 -0.667 -0.175 0.0996
C 4.524 -0.838 0.301 -0.1992
C 5.125 -2.075 0.137 -0.2377
C 4.417 -3.090 -0.487 0.0101
N 3.184 -2.932 -0.941 -0.3978
C 2.607 -1.759 -0.791 0.0047
C 1.374 3.106 -0.934 -0.5039
C 0.138 2.260 -1.210 0.6759
O -0.344 2.033 -2.294 -0.5926
C -2.598 1.231 -0.594 -0.1883
C -3.711 0.424 -0.453 -0.2087
H -5.703 -3.327 -0.415 0.2086
H -4.797 -2.269 -1.502 0.2069
H -3.938 -3.278 -0.338 0.2062
H -5.819 -0.974 0.370 0.2083
H -4.954 -1.983 1.538 0.2076
H -2.527 -1.760 1.821 0.2112
H -0.541 -0.364 1.571 0.2061
H 0.636 1.458 1.851 0.2116
H -0.074 3.064 1.615 0.2027
H 2.171 3.618 1.043 0.2470
H 1.593 0.490 -0.505 0.4098
H 5.038 -0.024 0.783 0.2565
H 6.130 -2.243 0.492 0.2210
H 4.847 -4.071 -0.635 0.1927
H 1.599 -1.674 -1.180 0.1890
H 2.151 2.906 -1.671 0.2474
H 1.094 4.158 -1.024 0.2445
H -2.612 2.064 -1.278 0.2340
H -4.599 0.643 -1.028 0.2132
```

The calculation puts the gap between HOMO and LUMO at 9.461 eV. As for the net charge: 0. Its SMILES is CCc1ccc(N2C[C@@H](C(=O)Nc3cccnc3)CC2=O)cc1. The energy above the lowest of the compared OMol25 structures with the same formula, charge and spin is 49.10 kJ/mol. As for the spin multiplicity: 1. For the HOMO energy, the calculation gives -8.81 eV.

=====

C3H2NOS2 | ωB97M-V with the def2-TZVPD basis set

The geometry in XYZ format:
```
9
Properties=species:S:1:pos:R:3:nbo_charge:R:1
C 0.887 0.448 1.266 -0.3871
C -1.771 0.487 -0.799 0.0784
C 1.249 0.205 0.034 0.0525
N -0.926 -0.459 -0.697 -0.3071
O 0.460 -0.297 -0.962 -0.3818
S -3.346 0.224 -0.330 -0.1076
S 2.996 0.332 -0.411 -0.5034
H 1.436 0.364 2.142 0.1766
H -0.985 -1.303 -0.243 0.3797
```

The calculation puts the gap between HOMO and LUMO (alpha / beta) at 4.797 / 6.177 eV. As for the net charge: -1. The energy above the lowest of the compared OMol25 structures with the same formula, charge and spin is 742.33 kJ/mol. As for the spin multiplicity: 1. For the HOMO energy (alpha / beta), the calculation gives -3.25 / -3.05 eV.

=====

Calculated molar mass in order - 74.1, 585.3, 106.1, 124.9, 97.1, 743.6, 309.4, 132.2 g mol⁻¹